No. 1
DFT (wB97M-V/def2-TZVPD) results for a single C16H21N7O3S2 molecule in a non-equilibrium geometry.

```
49
Properties=species:S:1:pos:R:3:mulliken_charge:R:1
C -2.195 3.514 0.135 -1.0351
C -1.410 4.178 -0.992 -0.4278
C -1.383 3.353 -2.284 -0.3708
C -0.200 2.384 -2.365 -1.2511
N -0.215 1.395 -1.317 0.2522
C -1.026 0.329 -1.198 -0.0494
S -2.213 -0.147 -2.372 -0.1764
C -3.050 -1.408 -1.362 -0.7947
C -2.108 -2.383 -0.680 0.5325
O -2.315 -2.812 0.429 -0.6371
N -1.090 -2.836 -1.471 -0.0078
C -0.104 -3.654 -0.990 0.4570
N 0.948 -3.968 -1.666 -0.5069
N 1.770 -4.771 -0.999 -0.4755
C 1.371 -5.084 0.179 0.6910
C 2.112 -5.961 1.110 -1.0006
S -0.182 -4.356 0.606 -0.1242
N -0.818 -0.377 -0.099 -0.3159
C 0.182 0.269 0.539 1.0188
C 0.582 1.380 -0.188 0.2285
C 1.621 2.255 0.260 0.1749
O 2.031 3.252 -0.306 -0.6984
N 2.140 1.828 1.485 -0.0369
C 3.209 2.621 2.072 -1.1875
C 1.768 0.714 2.227 0.5062
O 2.308 0.446 3.275 -0.6605
N 0.751 -0.070 1.719 -0.0187
C 0.338 -1.252 2.446 -1.1732
H -1.749 2.570 0.441 0.1228
H -2.221 4.165 1.006 0.3705
H -3.220 3.323 -0.177 0.3352
H -1.874 5.143 -1.203 0.4102
H -0.386 4.371 -0.667 0.1908
H -1.295 4.021 -3.141 0.4096
H -2.318 2.798 -2.390 0.2870
H -0.218 1.863 -3.328 0.4203
H 0.737 2.935 -2.264 0.4565
H -3.646 -0.908 -0.599 0.3411
H -3.709 -1.946 -2.045 0.4597
H -0.933 -2.444 -2.391 0.3156
H 1.505 -6.824 1.378 0.2779
H 3.029 -6.295 0.634 0.3084
H 2.353 -5.422 2.025 0.2642
H 3.402 3.458 1.405 0.3726
H 4.103 2.009 2.185 0.3365
H 2.904 2.978 3.055 0.3382
H -0.606 -1.598 2.032 0.4215
H 1.093 -2.034 2.350 0.2907
H 0.229 -1.003 3.501 0.3579
```

Properties
E_tot, a.u.: -2027.77500
E_HOMO, eV: -8.35
SMILES: CCCCn1c(SCC(=O)Nc2nnc(C)s2)nc2c1c(=O)n(C)c(=O)n2C
Kohn-Sham gap, eV: 8.641

No. 2
DFT (wB97M-V/def2-TZVPD) results for a single C20H24N4O3 molecule in a non-equilibrium geometry.

```
51
Properties=species:S:1:pos:R:3:mulliken_charge:R:1
C 6.398 3.909 0.952 -1.3130
C 5.772 2.992 1.956 0.4889
C 6.378 2.739 3.183 -0.4630
C 5.750 1.880 4.071 -0.5578
C 4.544 1.297 3.723 -0.4623
C 4.018 1.614 2.474 0.3053
N 2.823 1.105 1.979 -0.0895
C 1.923 0.275 2.589 0.5641
O 2.040 -0.140 3.722 -0.6612
C 0.753 -0.075 1.736 0.1668
C 0.797 -0.151 0.338 -1.1748
C -0.319 -0.474 -0.390 -0.6603
C -1.567 -0.741 0.218 1.7055
N -2.699 -0.862 -0.519 0.4435
C -3.988 -0.509 0.019 -1.3228
C -2.659 -1.309 -1.902 -0.7447
C -2.805 -0.159 -2.906 -0.5855
C -2.644 -0.692 -4.328 -0.6915
C -3.671 -1.784 -4.611 -0.6307
C -3.548 -2.915 -3.594 -0.8082
C -3.722 -2.378 -2.176 -0.7281
C -1.558 -0.784 1.636 -0.3889
N -2.628 -1.346 2.398 1.0508
O -3.261 -2.261 1.897 -0.5829
O -2.810 -0.929 3.525 -0.6555
C -0.429 -0.425 2.363 -0.9311
N 4.618 2.436 1.618 -0.3934
H 5.773 3.965 0.066 0.3059
H 7.385 3.546 0.673 0.3117
H 6.513 4.906 1.374 0.3113
H 7.318 3.206 3.431 0.3926
H 6.195 1.665 5.031 0.4176
H 4.021 0.627 4.383 0.4853
H 2.608 1.465 1.059 0.3000
H 1.721 0.034 -0.191 0.4013
H -0.242 -0.480 -1.465 0.3932
H -4.586 -0.052 -0.767 0.4579
H -3.868 0.221 0.821 0.4461
H -4.524 -1.376 0.419 0.3394
H -1.687 -1.786 -2.059 0.4718
H -2.057 0.611 -2.703 0.4172
H -3.790 0.300 -2.805 0.2981
H -2.762 0.125 -5.042 0.3583
H -1.638 -1.100 -4.451 0.3494
H -3.527 -2.174 -5.620 0.3357
H -4.676 -1.359 -4.559 0.3223
H -4.304 -3.677 -3.791 0.3681
H -2.567 -3.386 -3.690 0.3414
H -4.722 -1.956 -2.079 0.3614
H -3.620 -3.184 -1.447 0.3834
H -0.469 -0.456 3.442 0.5509
```

Properties
E_tot, a.u.: -1221.21416
E_HOMO, eV: -8.20
SMILES: Cc1cccc(NC(=O)c2ccc(N(C)C3CCCCC3)c([N+](=O)[O-])c2)n1
Kohn-Sham gap, eV: 8.024

No. 3
DFT (wB97M-V/def2-TZVPD) results for a gas-phase ion, C7H8N5O2 (charge -1) in a non-equilibrium geometry.

```
22
Properties=species:S:1:pos:R:3:mulliken_charge:R:1
C -2.400 -0.799 1.496 0.2467
C -2.214 -1.269 -0.926 0.1981
C 0.233 1.481 -1.288 0.5587
C 2.165 -1.215 -0.341 -1.3154
C 0.748 -1.580 -0.480 -0.3412
C -0.154 -0.658 0.473 -0.2421
C -1.667 -1.096 0.360 -0.2264
N -3.109 -0.592 2.367 -0.6932
N -2.732 -1.403 -1.953 -0.6912
N 0.049 0.779 0.199 1.0323
N 0.032 1.534 1.200 -0.4904
N 0.132 2.911 1.154 -0.5735
O -0.448 2.478 -1.414 -0.7405
O 1.034 0.899 -1.959 -0.5215
H 2.640 -1.140 0.579 0.4372
H 2.808 -1.975 -0.845 0.3351
H 2.588 -0.204 -0.719 0.2567
H 0.291 -1.542 -1.529 0.3032
H 0.474 -2.640 -0.031 0.3208
H 0.049 -0.838 1.622 0.5194
H -0.118 3.463 0.179 0.3433
H -0.403 3.406 1.857 0.2838
```

Properties
E_tot, a.u.: -695.74970
E_HOMO, eV: -3.84
Net charge: -1
Kohn-Sham gap, eV: 6.837

No. 4
DFT (wB97M-V/def2-TZVPD) results for 12 unconnected molecules or ions with the total composition C24H72O12S12 in a non-equilibrium geometry.

```
120
Properties=species:S:1:pos:R:3:mulliken_charge:R:1
C 24.164 21.297 7.741 -0.0785
S 23.955 22.383 9.165 0.5149
O 23.920 21.479 10.406 -0.6786
C 25.657 23.198 9.041 -0.6487
H 24.168 21.948 6.909 -0.4071
H 23.551 20.554 7.935 0.5560
H 25.244 21.052 7.847 0.0557
H 26.475 22.562 9.430 0.4206
H 25.953 24.052 9.669 0.4000
H 25.605 23.740 8.043 -0.1157
C 24.332 23.599 4.052 -0.6640
S 22.804 24.228 3.356 0.4818
O 22.379 23.076 2.424 -0.6660
C 21.879 23.977 4.872 -1.0214
H 24.798 24.231 4.684 0.3615
H 25.061 23.599 3.213 0.0253
H 24.378 22.778 4.721 0.4039
H 20.893 23.989 4.640 0.4615
H 21.897 24.574 5.787 0.3857
H 22.173 23.034 5.364 0.2217
C 28.020 23.064 1.182 -0.4351
S 28.458 21.327 1.424 0.5022
O 29.266 21.264 2.750 -0.5094
C 26.922 20.636 2.089 -1.2347
H 27.903 23.452 2.214 -0.3099
H 27.091 23.167 0.803 0.8044
H 28.728 23.486 0.417 0.1600
H 26.145 20.941 1.141 0.2915
H 26.153 21.014 2.910 0.1856
H 27.029 19.719 2.205 0.6512
C 30.641 24.123 5.451 0.0642
S 29.219 23.943 6.482 0.4147
O 28.669 25.365 6.606 -0.5755
C 28.132 22.950 5.352 1.2620
H 30.761 25.052 4.968 0.3909
H 30.916 23.299 4.619 -0.2286
H 31.536 24.025 5.992 -0.1682
H 28.579 21.983 5.230 -0.5113
H 27.963 23.396 4.303 -0.8386
H 27.107 22.896 5.941 -0.0594
C 32.127 20.620 0.233 -0.7404
S 32.672 22.193 0.629 0.2955
O 31.494 23.080 0.359 -0.4742
C 32.796 22.093 2.334 0.0621
H 31.392 20.255 0.965 0.0687
H 33.068 19.991 0.297 0.3615
H 31.550 20.695 -0.683 0.3951
H 33.862 21.832 2.883 -0.1255
H 31.806 21.661 2.566 0.0154
H 32.805 22.991 2.937 0.1552
C 27.098 26.292 2.675 0.8122
S 26.826 28.025 2.707 0.3960
O 25.303 28.132 3.144 -0.6584
C 27.802 28.536 4.092 -0.2869
H 27.036 25.424 3.572 -0.1804
H 28.055 26.025 2.666 -0.8209
H 26.776 25.984 1.638 0.3499
H 27.692 29.579 4.447 0.4308
H 28.651 28.242 3.671 0.3022
H 27.642 27.927 4.923 -0.2750
C 33.833 21.844 5.846 -0.3371
S 35.645 21.309 6.192 0.4378
O 35.337 20.251 7.226 -0.6234
C 36.019 20.366 4.644 -0.8224
H 33.737 22.816 6.396 0.0524
H 33.329 20.926 6.073 0.2939
H 33.782 22.237 4.987 0.0854
H 37.082 19.974 4.705 0.3347
H 35.841 20.940 3.796 0.2996
H 35.056 19.514 4.365 0.2279
C 30.323 27.358 8.797 0.1541
S 30.520 26.651 10.413 0.6098
O 31.876 27.071 10.986 -0.6712
C 29.393 27.762 11.261 -0.8343
H 30.415 28.476 8.937 0.4462
H 29.338 26.991 8.460 -0.1975
H 31.151 26.872 7.992 -0.3083
H 28.655 28.010 10.591 0.1373
H 29.711 28.876 11.554 0.2633
H 29.043 27.244 12.042 0.4619
C 33.795 25.947 7.141 -0.4396
S 33.731 25.353 8.812 0.5621
O 32.778 24.140 8.722 -0.5514
C 35.401 24.777 8.862 -0.8051
H 34.213 26.980 7.113 0.4106
H 32.836 26.078 6.814 -0.1191
H 34.149 25.265 6.180 0.1747
H 35.345 23.840 8.236 0.0017
H 35.425 24.238 9.688 0.5013
H 36.227 25.533 8.784 0.3209
C 30.456 19.260 8.301 -0.9606
S 29.090 19.484 7.091 0.3534
O 28.435 20.813 7.461 -0.4167
C 30.131 19.761 5.675 -0.0637
H 31.205 19.978 8.222 0.2888
H 31.076 18.335 8.166 0.3838
H 29.870 19.462 9.240 0.3313
H 30.710 18.727 5.376 0.3424
H 30.865 20.482 6.110 -0.1194
H 29.696 20.046 4.829 -0.0891
C 29.911 26.419 -0.405 -0.5205
S 30.712 27.543 0.630 0.3109
O 29.577 28.567 1.118 -0.5775
C 31.119 26.429 1.945 -0.4990
H 29.437 26.658 -1.370 0.4677
H 29.047 25.732 0.058 -0.1080
H 30.755 25.736 -0.808 0.2660
H 30.280 25.788 2.375 -0.1865
H 31.500 27.033 2.770 0.3767
H 31.973 25.777 1.464 0.3789
C 25.244 26.999 6.307 -1.0861
S 24.460 26.742 7.885 0.2218
O 23.916 25.373 8.108 -0.4435
C 25.985 26.865 8.948 -0.9034
H 26.211 26.542 6.429 -0.1742
H 25.647 28.046 6.290 0.4664
H 24.769 26.986 5.481 0.9924
H 26.621 27.673 8.677 0.3966
H 26.546 25.924 9.085 0.0702
H 25.596 27.016 9.988 0.4867
```

Properties
E_tot, a.u.: -6637.79087
E_HOMO, eV: -8.13
Kohn-Sham gap, eV: 7.674

- What is the E_tot in the fourth record?
  -6637.79087 a.u.